# 1
The following is a quantum chemistry calculation of a molecular structure, C18H42ClN3O6PdSi, from OMol25.

The calculation puts the energy relative to the best compared isomer or geometry (same formula, charge and spin) at 0.346 eV. As for the total energy: -2204.5719 a.u. As for the highest occupied orbital energy: 0.0012 Eh.

Structure (ORCA input):
```
! wB97M-V def2-TZVPD RIJCOSX def2/J DEFGRID3
* xyz -2 1
Pd -1.12 0.63 0.20
N 0.21 -0.02 -2.55
C 1.66 -0.15 -2.46
C 2.17 -0.95 -1.27
N 1.99 -0.29 0.00
C 2.21 -1.23 1.09
C 2.07 -0.57 2.45
N 0.74 -0.06 2.76
H -0.20 -0.89 -2.19
H -0.14 0.67 -1.88
H 2.10 0.86 -2.43
H 2.03 -0.64 -3.37
H 3.25 -1.16 -1.41
H 1.66 -1.93 -1.29
H 1.02 0.05 0.07
H 3.22 -1.65 1.00
H 1.50 -2.07 1.03
H 2.78 0.26 2.53
H 2.35 -1.31 3.21
H 0.50 0.69 2.11
H 0.06 -0.78 2.50
C -3.48 -0.45 -2.35
C -3.83 -1.94 -2.24
C -3.56 -2.64 -3.57
C -5.29 -2.12 -1.84
O -3.02 -2.59 -1.28
Si -2.50 -2.12 0.22
O -0.99 -1.65 0.27
O -2.79 -3.50 1.16
C -2.28 -4.79 0.95
C -0.94 -4.76 0.22
C -2.10 -5.41 2.34
C -3.30 -5.59 0.15
O -3.71 -1.12 0.74
C -4.00 -0.56 2.01
C -4.87 -1.55 2.77
C -2.73 -0.25 2.78
C -4.75 0.73 1.73
H -4.22 0.05 -2.99
H -2.49 -0.30 -2.78
H -3.49 0.03 -1.37
H -4.14 -2.18 -4.38
H -3.82 -3.70 -3.50
H -2.50 -2.56 -3.81
H -5.96 -1.69 -2.59
H -5.47 -1.63 -0.88
H -5.51 -3.18 -1.73
H -0.24 -4.10 0.72
H -1.06 -4.40 -0.80
H -0.52 -5.78 0.17
H -1.37 -4.83 2.91
H -1.76 -6.45 2.27
H -3.05 -5.38 2.87
H -3.49 -5.09 -0.80
H -4.24 -5.65 0.70
H -2.94 -6.61 -0.05
H -4.37 -2.52 2.85
H -5.82 -1.70 2.24
H -5.09 -1.18 3.78
H -2.19 -1.17 3.02
H -2.95 0.28 3.71
H -2.07 0.37 2.14
H -5.65 0.51 1.14
H -4.12 1.42 1.16
H -5.06 1.22 2.66
Cl -1.84 5.83 -1.52
C -1.31 5.06 0.04
C -1.33 3.53 -0.03
O -0.21 2.97 -0.14
O -2.44 2.97 0.07
H -2.01 5.41 0.79
H -0.30 5.42 0.22
*
```

Results of the Löwdin charge analysis, in e, for atoms 1 through 2:
1. Pd 0.282
2. N -0.015

=====

# 2
The following is a quantum chemistry calculation of a molecular structure, C18H42Hg3N2O14 at a distorted geometry, from OMol25.

The calculation puts the energy relative to the best compared isomer or geometry (same formula, charge and spin) at 10.881 eV. As for the total energy: -2333.0993 a.u. As for the highest occupied orbital energy: -0.4468 Eh.

Structure (ORCA input):
```
! wB97M-V def2-TZVPD RIJCOSX def2/J DEFGRID3
* xyz 2 1
Hg 19.20 10.38 0.92
Hg 20.14 14.33 1.95
Hg 22.44 12.25 -0.01
C 19.71 12.77 -0.51
O 20.13 11.69 -0.80
O 18.82 12.74 0.35
O 20.52 13.66 -0.20
C 21.31 11.70 2.46
O 21.93 12.72 2.19
O 21.43 10.79 1.68
O 20.17 12.07 2.70
C 20.93 17.03 0.22
C 19.64 17.34 0.99
O 18.73 16.28 1.26
O 21.75 16.13 0.97
H 21.45 17.89 -0.19
H 20.66 16.61 -0.75
H 18.96 17.92 0.38
H 19.85 17.83 1.95
H 17.85 16.66 1.20
H 22.62 16.16 0.57
C 18.43 13.31 -3.96
C 18.84 11.87 -4.47
O 18.75 10.90 -3.40
O 17.03 13.59 -4.02
H 18.99 14.11 -4.45
H 18.87 13.39 -2.96
H 19.90 11.74 -4.68
H 18.12 11.67 -5.27
H 19.47 11.06 -2.79
H 16.93 14.28 -3.36
C 17.17 15.66 -1.48
O 16.01 15.26 -2.01
C 15.18 14.63 -1.03
C 13.72 14.91 -1.35
N 13.14 16.04 -0.66
C 13.54 17.24 -1.31
C 12.71 18.50 -0.64
O 13.25 18.75 0.66
C 12.90 19.99 1.33
H 17.81 15.51 -2.35
H 17.50 15.10 -0.60
H 17.21 16.70 -1.16
H 15.50 15.04 -0.07
H 15.44 13.57 -0.97
H 13.20 13.99 -1.09
H 13.62 15.00 -2.43
H 12.14 16.11 -0.63
H 13.24 17.05 -2.34
H 14.63 17.33 -1.28
H 11.67 18.20 -0.51
H 12.83 19.24 -1.44
H 12.94 20.85 0.66
H 13.51 20.17 2.21
H 11.86 19.94 1.66
C 24.63 14.73 6.45
O 23.35 15.12 5.95
C 23.20 15.61 4.60
C 21.73 16.23 4.48
N 20.70 15.20 4.20
C 19.40 15.60 4.76
C 18.55 14.36 4.67
O 18.24 14.25 3.24
C 17.22 13.30 2.96
H 25.22 15.58 6.82
H 25.07 14.03 5.75
H 24.44 14.08 7.30
H 23.29 14.75 3.93
H 23.85 16.41 4.24
H 21.59 16.90 3.63
H 21.57 16.71 5.44
H 21.05 14.35 4.61
H 18.96 16.28 4.03
H 19.44 15.95 5.79
H 17.70 14.56 5.32
H 18.95 13.43 5.08
H 16.32 13.40 3.57
H 17.76 12.36 2.95
H 16.93 13.44 1.91
*
```

Results of the Löwdin charge analysis, in e, for atoms 1 through 2:
1. Hg 1.507
2. Hg 1.322

=====

# 3
The following is a quantum chemistry calculation of a molecular structure, C18H42MnNO2P2Si2 at a distorted geometry, from OMol25.

The calculation puts the energy relative to the best compared isomer or geometry (same formula, charge and spin) at 0.000 eV. As for the total energy: -3328.8548 a.u. As for the highest occupied orbital energy (spin up / spin down): -0.3282 / -0.3982 Eh. As for the expectation value of S²: 8.760.

Structure (ORCA input):
```
! wB97M-V def2-TZVPD RIJCOSX def2/J DEFGRID3
* xyz 1 6
Mn -0.30 0.18 0.37
P 0.37 -0.10 2.68
C -1.13 0.70 3.46
C -1.45 1.98 2.73
N -1.17 2.02 1.40
C -1.43 3.18 0.75
C -2.04 4.26 1.38
C -2.34 4.22 2.73
C -1.99 3.07 3.43
C -1.10 3.28 -0.71
P -0.95 1.59 -1.44
H -2.17 2.95 4.51
H -2.27 5.13 0.77
H -2.83 5.05 3.24
H -1.91 3.78 -1.26
H -0.15 3.82 -0.87
H -1.97 -0.02 3.37
H -0.88 0.85 4.51
H -4.14 -2.24 0.10
O -4.22 -1.68 0.90
H -4.97 -2.00 1.45
H -2.58 -1.75 -2.68
O -3.30 -2.40 -2.50
H -3.55 -2.73 -3.39
C -2.67 1.20 -1.93
H -3.02 1.99 -2.62
H -2.73 0.21 -2.41
H -3.31 1.15 -1.04
C 0.06 1.85 -2.94
H 0.18 0.92 -3.50
H -0.44 2.61 -3.57
H 1.07 2.21 -2.66
C 1.81 0.73 3.44
H 1.76 0.65 4.53
H 2.74 0.25 3.09
H 1.89 1.79 3.16
C 0.32 -1.73 3.50
H 1.14 -2.35 3.12
H 0.41 -1.58 4.59
H -0.63 -2.23 3.25
C 3.12 -0.24 -2.52
Si 2.78 -0.24 -0.67
C 4.14 -1.31 0.07
C 2.97 1.51 -0.07
C 1.14 -1.08 -0.18
Si 0.42 -2.37 -1.33
C 1.64 -3.80 -1.43
C -1.16 -3.03 -0.56
C 0.10 -1.84 -3.10
H 4.12 0.19 -2.68
H 2.39 0.37 -3.07
H 3.14 -1.26 -2.94
H 5.13 -0.89 -0.16
H 4.05 -1.35 1.17
H 4.12 -2.33 -0.32
H 2.23 2.17 -0.54
H 2.89 1.56 1.03
H 3.97 1.86 -0.36
H 1.40 -1.67 0.72
H 1.87 -4.19 -0.43
H 1.23 -4.63 -2.02
H 2.58 -3.49 -1.92
H -1.94 -2.26 -0.51
H -1.57 -3.85 -1.17
H -0.97 -3.40 0.45
H -0.60 -1.00 -3.15
H 1.04 -1.57 -3.61
H -0.34 -2.69 -3.65
*
```

Results of the Löwdin charge analysis, in e, for atoms 1 through 2:
1. Mn 0.539
2. P 0.839